{
  "formula": "C30H26Cl3N2PdSi2",
  "method": "the ωB97M-V functional and the def2-TZVPD basis",
  "homo_lumo_gap_ev": [5.55, 6.84],
  "total_charge": -1,
  "de_lowest_ev": 0.3323,
  "lumo_ev": [2.7, 2.1],
  "multiplicity": 3,
  "symbols": ["Pd", "Cl", "Cl", "Cl", "Si", "Si", "N", "N", "C", "C", "C", "C", "C", "C", "C", "C", "C", "C", "C", "C", "C", "C", "C", "C", "C", "C", "C", "C", "C", "C", "C", "C", "C", "C", "C", "C", "C", "C", "H", "H", "H", "H", "H", "H", "H", "H", "H", "H", "H", "H", "H", "H", "H", "H", "H", "H", "H", "H", "H", "H", "H", "H", "H", "H"],
  "coordinates": [[0.427, -1.126, -0.365], [-1.911, -0.508, -3.356], [1.145, -1.957, -3.849], [-1.303, -3.657, -2.459], [1.142, 1.033, -0.523], [-0.456, -1.744, -2.496], [-1.471, -1.577, 0.824], [1.250, -2.062, 1.296], [-1.419, 3.449, -2.803], [1.044, 3.449, 3.432], [-5.221, -1.551, 0.993], [-0.932, 2.562, -1.825], [0.478, 2.962, -4.134], [5.110, 1.572, -1.817], [-0.089, 3.411, 2.642], [2.191, -2.230, 3.376], [-3.697, -3.381, 0.569], [1.077, 2.001, 1.108], [-0.751, 3.534, -4.037], [2.966, 0.747, -1.000], [5.465, 0.267, -2.129], [2.415, -1.872, 2.049], [4.590, -0.804, -1.964], [0.310, 1.937, -1.982], [2.209, 2.854, 3.041], [3.857, 1.784, -1.228], [-4.703, -4.287, 0.825], [-5.967, -3.840, 1.164], [0.256, -2.370, 2.230], [3.385, -0.558, -1.332], [-6.254, -2.488, 1.151], [-0.124, 2.552, 1.560], [0.822, -2.554, 3.521], [-2.777, -1.008, 0.620], [0.951, 2.134, -3.191], [2.257, 2.176, 1.848], [-1.161, -2.400, 1.821], [-3.935, -2.051, 0.788], [2.702, -1.434, -1.094], [-5.505, -0.520, 0.873], [5.754, 2.371, -2.045], [3.570, 2.797, -1.096], [-1.491, 2.363, -0.897], [-2.867, -0.148, 1.346], [-1.200, 4.052, -4.815], [6.436, 0.183, -2.645], [3.336, -1.709, 1.567], [-4.488, -5.373, 0.724], [-2.347, 4.008, -2.589], [1.079, 4.012, 4.356], [2.917, -2.049, 4.158], [-7.296, -2.170, 1.362], [-6.855, -4.450, 1.378], [0.302, -3.002, 4.384], [-1.942, -2.987, 2.393], [-2.683, -3.738, 0.230], [-1.088, 2.326, 1.029], [1.900, 1.636, -3.400], [1.058, 3.143, -5.032], [4.938, -1.850, -2.188], [-2.825, -0.590, -0.363], [3.136, 2.967, 3.583], [3.244, 1.750, 1.578], [-0.962, 4.014, 2.837]],
  "forces_ev_per_a": [[-1.13, -1.26, -0.60], [-0.15, -0.14, -0.42], [-0.15, 0.03, -0.42], [-0.33, -0.38, -0.26], [-0.14, 0.09, -0.24], [0.58, 0.79, 1.12], [1.54, -1.01, 1.47], [0.58, 0.71, 2.86], [-0.44, -0.94, 0.18], [-0.13, 1.23, 0.81], [-0.87, -1.62, -0.29], [-0.05, 0.66, 0.16], [-0.05, 0.38, -2.49], [-1.50, -1.53, 0.79], [-0.57, -0.52, 0.06], [-0.20, 0.70, 0.07], [1.22, -1.03, 0.01], [0.45, -0.59, -1.04], [-0.81, 0.26, 2.74], [-0.15, -0.35, -0.08], [0.91, 0.47, -1.18], [-2.64, -1.52, -0.29], [0.99, -0.80, 0.64], [-0.12, 0.21, 0.90], [0.69, -0.27, -0.30], [0.72, -0.18, -0.93], [-0.11, -1.56, -0.23], [-1.21, -0.05, -0.01], [0.46, -1.36, -0.12], [-1.08, -0.79, 0.28], [-0.08, 0.99, 0.57], [-0.30, 0.02, -0.66], [-0.41, -0.38, -0.78], [-0.82, -1.13, 1.13], [1.92, -1.17, 1.14], [0.26, -0.55, -0.28], [0.17, 1.87, -0.79], [0.78, 2.87, -0.64], [0.81, 1.04, -0.43], [0.44, 0.41, 0.39], [0.74, 0.91, -0.15], [-0.43, 0.81, 0.43], [0.16, 0.44, -0.61], [-0.21, -0.86, -0.58], [-0.52, 1.19, -1.38], [-0.48, -0.50, 0.36], [0.89, 0.48, -0.50], [-0.28, 0.88, 0.10], [0.42, -0.46, -0.40], [-0.30, 0.24, 0.00], [-0.03, -0.43, 0.09], [0.82, -0.10, -0.30], [0.84, -0.39, -0.16], [0.36, 0.64, -0.45], [0.93, 0.97, -0.41], [-1.28, 0.50, 0.49], [1.15, 0.50, 0.55], [-0.07, 0.15, 0.29], [-0.01, -0.24, -0.12], [-0.58, 1.22, 0.09], [0.04, 0.27, -0.77], [-0.09, 0.00, 0.42], [-0.94, 0.20, -0.31], [-0.18, -0.05, 0.51]],
  "mulliken_charge": [-0.0596, -0.3465, -0.3368, -0.3657, 0.6270, 0.3419, 0.3133, -0.1683, -0.7822, -0.3837, -0.6319, -0.1634, -0.6411, -0.8230, -0.8558, -0.8380, 0.0068, 0.6505, -0.5285, 0.0435, -0.3173, -0.4814, -1.0807, 0.2541, -0.6397, 0.2766, -0.6758, -0.4316, 0.0949, -0.2478, -0.4028, -0.1378, -0.6020, -1.3703, 0.4543, 0.0801, -0.0352, 0.8934, 0.2902, 0.3791, 0.4597, 0.4818, 0.0224, 0.2964, 0.4995, 0.2795, 0.5448, 0.3268, 0.3047, 0.3571, 0.3494, 0.3151, 0.3257, 0.3885, 0.3205, 0.3266, -0.0582, 0.2626, 0.3191, 0.3258, 0.2648, 0.3666, 0.1784, 0.3835]
}

{
  "formula": "C14H18N2O5S",
  "method": "the ωB97M-V functional and the def2-TZVPD basis",
  "homo_lumo_gap_ev": 8.45,
  "de_lowest_ev": 1.1871,
  "smiles": "CS(=O)(=O)N1CCC(C(=O)Nc2ccc3c(c2)OCO3)CC1",
  "lumo_ev": 0.5,
  "symbols": ["S", "O", "O", "O", "O", "O", "N", "N", "C", "C", "C", "C", "C", "C", "C", "C", "C", "C", "C", "C", "C", "C", "H", "H", "H", "H", "H", "H", "H", "H", "H", "H", "H", "H", "H", "H", "H", "H", "H", "H"],
  "coordinates": [[5.379, -0.435, -0.194], [-6.013, -1.760, 0.324], [6.077, -0.288, 1.051], [-6.847, 0.233, -0.481], [5.578, -1.629, -0.960], [-0.487, 1.829, -0.165], [-1.435, -0.162, 0.420], [3.740, -0.209, 0.025], [5.774, 0.987, -1.239], [-3.650, -1.048, 0.411], [-0.391, 0.697, 0.251], [-5.488, 0.338, -0.326], [2.849, -1.294, -0.310], [0.952, 0.061, 0.609], [-3.299, 1.237, -0.328], [3.342, 0.511, 1.212], [-7.182, -1.076, -0.076], [-2.797, 0.036, 0.157], [-4.986, -0.870, 0.162], [-4.659, 1.403, -0.577], [1.465, -0.722, -0.609], [1.971, 1.139, 0.982], [5.497, 1.886, -0.706], [4.098, 1.271, 1.408], [1.648, 1.662, 1.883], [-1.216, -1.083, 0.773], [5.210, 0.882, -2.155], [-7.653, -1.613, -0.915], [2.783, -2.017, 0.517], [2.023, 1.862, 0.168], [-2.621, 2.052, -0.513], [-3.277, -1.987, 0.788], [6.838, 0.973, -1.437], [0.825, -0.627, 1.453], [0.781, -1.534, -0.864], [-7.889, -1.032, 0.768], [-5.046, 2.334, -0.952], [3.269, -1.801, -1.178], [3.308, -0.163, 2.081], [1.531, -0.044, -1.461]],
  "forces_ev_per_a": [[0.05, 0.57, -0.38], [0.54, -0.05, 0.09], [-0.16, 0.21, 0.05], [0.22, 0.35, -0.09], [-0.21, 0.00, -0.20], [-0.02, 0.31, -0.14], [0.01, -0.41, 0.16], [0.89, -0.16, -0.14], [-0.14, -0.75, 0.51], [-0.26, -0.01, -0.03], [0.32, -0.48, 0.35], [0.39, -0.35, 0.18], [-0.25, -0.43, -0.48], [0.03, 0.41, -0.30], [0.33, 0.05, 0.03], [-0.12, 0.51, 0.38], [-1.19, -0.43, -0.02], [-0.40, 0.29, -0.18], [-0.07, 0.57, -0.21], [-0.49, -0.37, 0.06], [0.19, -0.14, 0.28], [0.02, -0.25, 0.07], [-0.07, 0.18, 0.10], [-0.13, 0.05, 0.17], [0.02, 0.05, 0.00], [0.11, 0.23, -0.04], [-0.12, 0.00, -0.15], [0.19, 0.13, 0.16], [0.02, 0.01, -0.06], [0.00, 0.04, 0.03], [0.01, 0.01, 0.00], [0.06, -0.15, 0.06], [0.19, -0.06, 0.03], [-0.03, -0.02, -0.01], [0.00, -0.02, -0.04], [0.23, 0.03, -0.15], [-0.04, 0.14, -0.06], [-0.19, -0.11, 0.07], [0.07, 0.05, -0.04], [-0.03, 0.01, -0.07]],
  "mulliken_charge": [1.0747, -0.4967, -0.6499, -0.4737, -0.6694, -0.6668, -0.0232, 0.1123, -0.9853, -1.4815, 0.1232, 1.0831, -0.7883, 0.2450, -0.4018, -0.8182, -0.2519, 0.5307, 0.9164, -1.2184, -0.6528, -0.8788, 0.3154, 0.5639, 0.4061, 0.1990, 0.3085, 0.2381, 0.3599, 0.2596, 0.5673, 0.3843, 0.4090, 0.2634, 0.3444, 0.2381, 0.4120, 0.4670, 0.3298, 0.3054]
}

{
  "formula": "C22H21F7FeN3Si",
  "method": "the ωB97M-V functional and the def2-TZVPD basis",
  "homo_lumo_gap_ev": [7.37, 7.37],
  "total_charge": -1,
  "lumo_ev": [2.8, 2.8],
  "symbols": ["Fe", "Si", "F", "F", "F", "F", "F", "F", "F", "N", "N", "N", "C", "C", "C", "C", "C", "C", "C", "C", "C", "C", "C", "C", "C", "C", "C", "C", "C", "C", "C", "C", "C", "C", "H", "H", "H", "H", "H", "H", "H", "H", "H", "H", "H", "H", "H", "H", "H", "H", "H", "H", "H", "H", "H"],
  "coordinates": [[0.043, 0.542, -0.157], [-1.295, -1.943, -2.364], [0.878, 1.982, 1.071], [4.602, 0.078, -2.997], [2.430, 4.262, 1.268], [3.759, -3.077, 0.335], [0.386, 2.527, -1.017], [1.980, 4.769, -0.800], [2.978, 2.912, -0.328], [0.154, -0.935, 1.176], [-1.963, 0.895, 0.217], [-1.250, -0.636, -1.248], [-2.461, -1.592, -3.804], [-3.671, -0.548, -0.665], [-1.873, -3.526, -1.512], [2.162, -1.321, -0.005], [-2.351, 2.561, 1.931], [2.007, 3.755, 0.090], [0.337, -3.208, 2.734], [4.187, -1.517, -1.335], [-4.197, 1.139, 0.973], [-0.730, -2.338, 2.893], [3.352, -1.960, -0.334], [3.789, -0.373, -2.008], [0.606, 3.185, 0.255], [1.775, -0.157, -0.711], [-4.587, 0.099, 0.127], [2.629, 0.306, -1.719], [-0.776, -1.216, 2.087], [0.400, -2.277, -3.093], [-2.314, -0.135, -0.615], [1.314, -2.921, 1.801], [-2.858, 1.504, 0.996], [1.214, -1.762, 1.026], [0.495, -1.827, -4.084], [-5.627, -0.209, 0.097], [2.151, -3.585, 1.665], [-1.595, -0.513, 2.157], [-2.546, -2.465, -4.458], [-1.516, -2.519, 3.613], [-3.465, -1.316, -3.477], [0.410, -4.108, 3.332], [-4.911, 1.653, 1.602], [0.566, -3.352, -3.198], [5.107, -2.031, -1.571], [-3.149, 3.253, 2.201], [-1.987, 2.096, 2.852], [-2.924, -3.491, -1.216], [-1.519, 3.106, 1.482], [2.391, 1.201, -2.281], [-1.738, -4.393, -2.166], [-2.069, -0.764, -4.400], [-1.281, -3.691, -0.607], [1.195, -1.872, -2.469], [-3.970, -1.365, -1.305]],
  "forces_ev_per_a": [[0.01, -0.40, 0.31], [0.04, -0.03, 0.05], [-0.01, 0.16, -0.05], [0.00, 0.00, 0.00], [0.01, 0.00, -0.02], [0.00, -0.01, 0.00], [-0.03, -0.05, -0.15], [0.02, 0.00, 0.01], [0.00, 0.03, 0.02], [0.02, -0.03, -0.09], [-0.04, -0.10, 0.10], [-0.03, 0.27, -0.17], [-0.01, -0.01, -0.01], [0.01, 0.01, -0.01], [0.02, -0.01, 0.01], [0.00, 0.00, -0.02], [0.01, 0.03, 0.01], [-0.01, 0.06, 0.03], [0.00, 0.00, 0.01], [0.01, 0.00, 0.01], [0.02, 0.05, 0.00], [0.01, 0.00, 0.00], [0.01, 0.00, -0.01], [-0.02, 0.00, 0.01], [-0.04, 0.01, 0.07], [0.03, 0.01, 0.01], [-0.03, -0.01, -0.01], [-0.02, -0.01, -0.03], [-0.01, 0.01, 0.02], [-0.02, 0.00, 0.00], [-0.01, 0.08, 0.01], [0.01, 0.01, 0.02], [-0.02, -0.04, -0.07], [0.00, -0.01, 0.00], [0.01, 0.03, 0.01], [0.00, 0.00, 0.00], [0.00, 0.01, 0.00], [0.00, -0.01, -0.01], [0.01, 0.00, 0.00], [0.00, 0.00, 0.00], [0.00, -0.01, -0.02], [0.00, 0.00, 0.00], [0.00, 0.00, 0.00], [-0.02, 0.00, -0.02], [0.00, 0.00, 0.00], [0.01, -0.02, 0.01], [0.04, 0.00, -0.02], [0.00, 0.02, 0.02], [0.01, 0.00, -0.02], [0.01, -0.02, 0.00], [-0.01, 0.00, 0.00], [0.00, 0.00, 0.01], [0.01, -0.01, -0.01], [0.01, -0.02, 0.02], [0.01, 0.00, 0.01]],
  "mulliken_charge": [-0.3083, -0.1448, -0.2743, -0.3812, -0.3018, -0.3775, -0.3680, -0.3102, -0.2152, 0.3487, 0.0058, 0.0497, -1.1263, -0.7684, -1.0390, 0.1859, -1.1190, 1.0410, -0.3461, -0.9155, -1.0075, -0.9819, 0.7283, 0.3885, -1.0012, 0.6575, -0.7239, -0.2521, -0.0485, -0.8051, 1.2083, -1.1238, 0.7516, 0.3475, 0.3139, 0.3963, 0.5081, 0.2495, 0.3424, 0.4494, 0.3249, 0.4124, 0.4230, 0.3484, 0.4831, 0.4627, 0.1919, 0.3224, 0.2773, 0.4679, 0.3883, 0.3072, 0.2806, 0.0041, 0.2730]
}

Number 1: E_tot -91318.8040 eV. Number 2: E_tot -38862.7888 eV. Number 3: E_tot -88915.2972 eV.